C19H19F3N | the ωB97M-V functional and the def2-TZVPD basis

Structure (XYZ):
```
42
Properties=species:S:1:pos:R:3:forces:R:3
C -0.0384 -3.5918 -2.2809 -0.164 0.117 0.106
C 1.2712 -2.9340 -1.8485 0.238 -0.926 -0.823
C 2.1399 -4.0095 -1.1979 0.045 0.071 0.212
C 1.9922 -2.4606 -3.1105 0.023 0.212 0.027
N 1.0273 -1.8506 -0.9448 -0.632 2.118 2.027
C 0.7942 -0.9932 -0.1599 0.647 -2.028 -1.948
H -0.6790 -2.8889 -2.8133 -0.042 -0.007 0.051
H 0.2206 -4.4075 -2.9596 -0.137 0.073 0.068
H -0.5733 -4.0082 -1.4275 -0.050 0.042 -0.011
H 3.1205 -3.6185 -0.9269 -0.024 -0.011 0.066
H 1.6546 -4.4361 -0.3202 0.047 0.028 0.037
H 2.2755 -4.8012 -1.9383 0.048 0.036 0.162
H 2.9705 -2.0404 -2.8776 -0.035 0.063 -0.016
H 2.1360 -3.3405 -3.7422 0.034 0.177 0.000
H 1.3973 -1.7334 -3.6628 0.046 0.046 0.025
F -1.8404 4.7236 -3.1099 0.761 0.285 0.915
C -0.9217 5.1392 -2.1925 -0.422 1.579 -1.169
F 0.2099 5.4704 -2.8842 -0.985 -0.390 0.731
F -1.4004 6.3045 -1.6372 0.469 -1.271 -0.486
C -0.6518 4.1062 -1.1420 0.088 -0.259 0.193
C 0.5938 4.1042 -0.5212 -0.038 0.431 -0.341
C 0.8695 3.1387 0.4079 0.015 -0.891 0.783
C -0.0683 2.1070 0.7268 -0.262 0.645 -1.347
C 0.3261 1.1481 1.6961 -0.245 0.156 0.477
C -0.4653 0.3596 2.5563 -0.351 -0.279 0.858
C 0.2285 -0.4426 3.5180 0.080 0.238 -0.295
C -0.4238 -1.3888 4.2821 -0.181 -0.111 0.192
C -1.8074 -1.5992 4.1150 0.676 0.534 -0.711
C -2.5306 -0.7544 3.2499 0.248 0.197 0.056
C -1.8964 0.2907 2.5719 0.250 -0.535 0.171
C -1.3013 2.0976 0.0076 0.007 0.069 0.726
C -1.6204 3.1514 -0.8352 -0.083 -0.131 -0.227
H 1.3333 4.8607 -0.7903 -0.228 -0.276 0.149
H 1.8158 3.1653 0.9473 -0.144 -0.070 -0.188
H 1.4052 1.0964 1.8510 -0.232 -0.034 0.145
H 1.2933 -0.2354 3.6654 -0.302 -0.403 -0.195
H 0.1366 -1.9795 5.0101 -0.214 0.209 -0.254
H -2.2997 -2.4002 4.6593 -0.008 0.193 -0.090
H -3.5993 -0.9224 3.1274 0.198 0.306 0.172
H -2.4848 1.0792 2.1135 0.041 -0.371 -0.222
H -2.0033 1.2622 0.1188 0.387 0.443 -0.061
H -2.6062 3.2321 -1.3009 0.431 -0.275 0.036
```
Positions in Å, forces in eV/Å.

The net charge is +1. For the relative energy (zero: lowest compared OMol25 entry of this formula, charge and spin), the calculation gives 0.0 kcal/mol.

***

C24H33N11O2 | the ωB97M-V functional and the def2-TZVPD basis

Structure (XYZ):
```
70
Properties=species:S:1:pos:R:3:forces:R:3
N -3.5435 2.4312 -0.5099 0.344 -0.343 -0.152
C -2.6051 1.8741 -0.8764 1.442 -0.218 -0.507
C -1.2907 1.2550 -1.3588 -0.833 -0.025 0.296
C -1.1638 -0.2979 -1.0610 -0.157 0.280 0.089
C -2.5032 -0.9892 -0.7863 1.630 0.516 0.829
N -3.3755 -1.5567 -0.2921 0.231 0.219 -0.728
C -0.1280 -0.4881 0.1179 -0.246 -0.183 -0.015
C -0.5651 0.1918 1.4321 -0.243 0.722 1.637
O -1.7091 0.2701 1.8231 0.000 -0.379 -0.904
O 0.4133 0.7889 2.1960 -3.560 -4.421 0.180
H -0.4476 1.7717 -0.8315 -0.809 -0.305 -0.470
H -1.1609 1.4009 -2.4534 -0.356 0.168 0.768
H -0.7154 -0.7647 -1.9719 -0.390 0.260 0.746
H -0.0500 -1.5970 0.2608 0.317 1.015 0.203
H 0.8516 -0.0393 -0.1796 -0.760 -0.645 0.064
H -0.0519 1.0789 3.0115 0.105 0.006 -0.450
C 3.8042 -1.7901 0.8873 -0.507 -0.194 -0.472
C 3.1293 -1.8229 -0.4271 0.123 0.061 0.249
N 2.6032 -1.8475 -1.4507 0.129 -0.013 0.284
H 3.0680 -1.6390 1.6775 -0.021 0.064 -0.079
H 4.3297 -2.7350 1.0609 -0.348 0.393 -0.091
H 4.5247 -0.9739 0.9126 -0.026 -0.040 -0.014
C 1.4712 -3.2526 -5.2147 -0.469 0.518 0.071
C 0.4504 -2.1883 -5.0505 0.176 -0.277 -0.059
N -0.3467 -1.3662 -4.9316 0.313 -0.283 0.057
H 2.4314 -2.8090 -5.4712 -0.035 -0.025 0.073
H 1.5756 -3.8105 -4.2856 0.019 0.118 0.008
H 1.1721 -3.9355 -6.0095 -0.047 0.084 0.002
C 8.0969 -2.2381 0.0536 -0.366 -0.196 0.259
C 7.0259 -2.8381 0.8766 0.285 0.016 -0.094
N 6.1923 -3.3056 1.5170 0.787 -0.021 -0.160
H 7.8560 -2.3477 -1.0032 -0.023 -0.014 0.053
H 8.1950 -1.1791 0.2891 -0.021 -0.048 0.013
H 9.0431 -2.7376 0.2572 -0.058 0.003 0.017
C -4.2907 3.0007 3.1637 0.472 0.068 0.067
C -2.9394 3.0597 3.7581 -0.188 -0.078 -0.142
N -1.8840 3.1003 4.2163 -0.321 -0.023 -0.163
H -4.8693 2.2070 3.6350 0.062 0.009 -0.005
H -4.8032 3.9499 3.3124 0.039 -0.041 0.029
H -4.2166 2.7951 2.0952 0.075 -0.036 0.043
C 4.1371 3.1612 0.9801 -0.226 -0.283 0.209
C 2.8299 2.5605 1.3194 0.209 -0.024 -0.036
N 1.8042 2.0913 1.5813 3.620 3.747 -1.741
H 4.8905 2.8548 1.7064 -0.061 -0.055 -0.019
H 4.4483 2.8362 -0.0128 -0.050 -0.012 0.032
H 4.0533 4.2479 0.9900 -0.048 -0.153 -0.009
C 0.0059 5.8269 0.3891 0.475 -0.005 0.095
C 1.4732 5.8389 0.5645 -0.272 -0.022 0.003
N 2.6146 5.8459 0.7063 -0.492 0.182 -0.106
H -0.3576 6.8436 0.2448 0.050 -0.033 0.003
H -0.2578 5.2273 -0.4812 0.037 0.018 0.035
H -0.4681 5.4002 1.2728 0.066 -0.013 -0.021
C -6.3088 -2.0126 -1.4418 -0.566 -0.294 0.125
C -7.6181 -2.6422 -1.1635 0.200 0.135 -0.104
N -8.6365 -3.1320 -0.9466 0.329 0.149 -0.063
H -5.5845 -2.3133 -0.6882 -0.036 0.050 -0.043
H -5.9504 -2.3224 -2.4228 -0.033 -0.006 0.038
H -6.4083 -0.9280 -1.4254 0.003 -0.046 0.029
C -6.4790 2.7509 6.5434 0.001 0.364 -0.337
C -6.5592 3.9060 5.6245 -0.086 0.025 0.107
N -6.6320 4.8118 4.9166 0.060 -0.485 0.356
H -5.4540 2.3834 6.5871 -0.030 0.040 -0.012
H -6.7927 3.0509 7.5423 0.014 0.019 -0.055
H -7.1297 1.9516 6.1905 0.017 0.053 -0.007
C 3.2437 -6.9599 -5.2083 0.216 0.454 0.051
C 3.8904 -5.6346 -5.0995 -0.055 -0.257 -0.017
N 4.3934 -4.6035 -5.0147 -0.162 -0.367 -0.044
H 3.9725 -7.7012 -5.5331 -0.014 0.053 0.010
H 2.8416 -7.2558 -4.2402 0.028 0.036 -0.029
H 2.4318 -6.9172 -5.9334 0.042 0.016 0.022
```
Positions in Å, forces in eV/Å.

Its SMILES is N#CC[C@H](C#N)CC(=O)O.CC#N.CC#N.CC#N.CC#N.CC#N.CC#N.CC#N.CC#N.CC#N.

***

| no. | HOMO-LUMO gap (eV) | largest force on an atom (eV/A) |
| --- | --- | --- |
| 1 | 7.2766 | 3.00 |
| 2 | 9.7000 | 5.68 |